Record 1
The following is a quantum chemistry calculation of a single C3H4OP2 molecule at a distorted geometry, from the Open Molecules 2025 dataset.

Structure (XYZ):
```
10
C3H4OP2, DFT ωB97M-V with the def2-TZVPD basis set
C 0.68704 1.03359 -0.92187
C -0.57648 0.70380 -0.84404
C 1.26903 -0.21674 1.46291
O -1.75835 -1.46871 0.09652
P 2.06195 0.73414 0.40902
P -1.33308 0.09301 0.65962
H 1.04658 1.55603 -1.84761
H -1.18993 0.77757 -1.70727
H 1.36089 -0.84089 2.39128
H -1.56764 -2.37179 0.30145
```

Summary:
relative energy (zero: lowest compared OMol25 entry of this formula, charge and spin) = 2.722 eV
highest occupied orbital energy (alpha / beta) = -7.931 / -7.929 eV
SMILES = C#P=C/C=P/O
gap between HOMO and LUMO (alpha / beta) = 7.414 / 7.412 eV
spin multiplicity = 1

Löwdin charges in e:
1 C -0.428
2 C -0.486
3 C -0.452
4 O -0.415
5 P 0.742
6 P 0.945
7 H 0.053
8 H 0.049
9 H -0.037
10 H 0.029

***

Record 2
The following is a quantum chemistry calculation of 3 unconnected molecules or ions with the total composition C3H6N3O2S at a distorted geometry, from the Open Molecules 2025 dataset.

Structure (XYZ):
```
15
C3H6N3O2S, DFT ωB97M-V with the def2-TZVPD basis set
C -0.16770 -0.24080 1.03161
C 1.98200 0.39391 2.09712
C 0.13956 0.58743 -1.55268
N 0.79221 0.29800 1.45810
N -0.25766 0.19230 -2.63898
N 2.16612 1.15510 3.09336
O -2.11205 -2.03532 -2.30495
O -2.47571 -1.84891 0.02035
S -3.05215 -2.24495 -1.25726
H -1.25417 -0.55294 1.05888
H 0.93766 1.20827 -1.55687
H 0.01612 0.61720 -3.61911
H -1.11540 -0.41249 -2.85053
H 3.01181 1.05004 3.63075
H 1.38936 1.83316 3.39022
```

Summary:
relative energy (zero: lowest compared OMol25 entry of this formula, charge and spin) = 0.000 eV
highest occupied orbital energy (alpha / beta) = -10.582 / -11.522 eV
gap between HOMO and LUMO (alpha / beta) = 5.852 / 5.485 eV
⟨S²⟩ = 2.040
net charge = +1
spin multiplicity = 3

Löwdin charges in e:
1 C 0.153
2 C -0.041
3 C -0.048
4 N 0.067
5 N 0.009
6 N 0.107
7 O -0.431
8 O -0.458
9 S 0.973
10 H 0.098
11 H 0.004
12 H 0.172
13 H 0.087
14 H 0.125
15 H 0.183